[1]
ORCA calculation (ωB97M-V/def2-TZVPD) on a structure of composition C41H71IO12Si2.

Calculated values
multiplicity: 1
calculated total energy: -3384.50125 Eh

Last column: Löwdin charge in e.
Element x y z (Å)
I  -1.7718  -1.8838  -2.0294  0.827
Si  -1.5075  -3.5954  0.7928  0.447
Si  0.7411  -3.0757  2.3933  0.550
O  2.9285  9.4348  -0.6691  0.002
O  1.7155  -1.4399  -0.7983  -0.153
O  1.0750  9.3957  -1.8540  0.100
O  -1.1910  5.4117  -1.4261  -0.018
O  -1.1274  0.4753  -8.3299  0.108
O  2.3149  -7.1230  2.7037  0.093
O  0.3238  0.9953  -6.7600  0.000
O  -1.9745  3.5728  -0.5105  0.100
O  0.6645  -8.0248  1.5666  -0.002
O  -9.3623  -3.6963  0.4773  0.110
O  -7.9378  -2.6496  1.7878  -0.001
O  -0.9545  -3.1608  2.3061  -0.388
C  2.5324  -2.3914  4.4433  -0.262
C  0.0241  -1.3703  -7.3923  0.012
C  1.1414  -2.9716  4.2469  -0.188
C  0.8160  -8.4268  3.9948  0.012
C  -6.7806  -1.8370  1.9869  -0.239
C  1.6597  2.8703  -1.8382  -0.070
C  -2.5086  -2.1885  -0.0126  -0.773
C  -1.7228  -8.4057  1.8690  -0.061
C  1.6181  -0.0173  4.8346  -0.039
C  2.5623  0.3059  -6.0898  -0.055
C  -0.3275  0.0940  -7.5215  -0.528
C  -2.5065  -0.8598  0.8415  -0.333
C  3.6335  9.2886  0.5655  -0.235
C  1.1531  0.6444  -5.6502  -0.241
C  -7.1493  -0.3719  2.1039  -0.062
C  4.8688  -2.8052  4.4938  -0.094
C  0.9462  8.2744  0.2259  0.016
C  1.2050  -1.4568  1.5348  -0.137
C  5.0695  -1.4650  4.7016  -0.108
C  -8.4926  -2.8773  0.5801  -0.528
C  3.3061  -2.6700  0.5468  -0.048
C  1.5277  1.5096  -1.9941  -0.042
C  2.3463  -1.4752  0.4824  -0.408
C  4.0359  -0.5795  4.8214  -0.055
C  -2.0671  7.3151  -2.6665  -0.056
C  1.3424  -7.8267  2.7118  -0.532
C  2.8344  3.3743  -1.3558  -0.096
C  3.8960  2.5602  -1.0427  -0.077
C  3.7529  1.2023  -1.2218  -0.056
C  1.6373  9.0961  -0.8353  -0.528
C  -0.9788  6.2694  -2.5544  -0.235
C  -1.9802  4.3222  -1.4490  -0.533
C  2.4827  -0.8406  -1.8192  -0.171
C  -8.0591  -2.0374  -0.5998  0.012
C  4.1921  7.8896  0.7283  -0.065
C  2.7328  -1.0451  4.6910  -0.239
C  -2.9104  4.1091  -2.6202  0.020
C  -0.3924  -8.9763  1.4219  -0.234
C  2.5732  0.6711  -1.6930  -0.209
C  -2.1506  0.4099  0.0452  -0.214
C  3.5900  -3.2850  4.3625  -0.058
H  1.4106  -0.6668  2.2606  0.069
H  1.3416  8.4113  1.2296  0.071
H  -0.4362  -9.2073  0.3584  0.123
H  3.7532  -2.7854  1.5390  0.075
H  -2.4522  -4.7238  0.9729  -0.023
H  -0.3699  -3.9816  -0.0574  -0.019
H  -3.0454  6.8603  -2.8287  0.068
H  0.8203  3.5138  -2.0803  0.098
H  5.7181  -3.4783  4.4269  0.108
H  1.6077  0.6930  4.0038  0.080
H  -6.0373  -2.0195  1.2078  0.101
H  -8.7473  -1.2004  -0.7104  0.096
H  -1.9459  -7.4920  1.3169  0.069
H  4.4540  10.0036  0.5216  0.123
H  4.7739  7.8133  1.6475  0.082
H  4.2310  0.4746  4.9915  0.116
H  -7.0407  -1.6614  -0.5296  0.066
H  0.3596  -2.4093  4.7608  0.069
H  -1.7131  -8.1452  2.9279  0.069
H  0.6980  -0.1547  -5.0604  0.105
H  3.4749  -1.2921  -1.9530  0.122
H  0.3989  -1.6539  -6.4112  0.067
H  2.9933  1.1385  -6.6463  0.086
H  0.6478  -0.4828  4.9947  0.065
H  1.0069  7.2210  -0.0484  0.089
H  -0.1476  -9.9103  1.9310  0.113
H  -0.0244  6.7645  -2.3775  0.107
H  -2.5618  4.5491  -3.5516  0.072
H  1.1798  1.5241  -5.0081  0.114
H  -7.8688  -0.2286  2.9104  0.084
H  -0.8620  5.6909  -3.4727  0.116
H  -3.5507  -2.4978  -0.1078  0.014
H  -1.8276  -0.8915  1.6982  0.078
H  2.8662  -3.5942  0.1667  0.079
H  -0.8783  -1.9527  -7.5647  0.091
H  -1.8609  7.9953  -3.4927  0.088
H  3.3600  -4.3321  4.1889  0.118
H  -2.8431  0.5898  -0.7793  0.044
H  4.1394  -2.4518  -0.1370  0.073
H  2.9596  -0.5836  0.6738  0.132
H  6.0803  -1.0701  4.7794  0.104
H  -3.8903  4.5149  -2.3723  0.097
H  -0.0991  8.5741  0.2611  0.092
H  3.1935  0.0959  -5.2249  0.076
H  4.8349  7.6403  -0.1165  0.084
H  -7.6151  -0.0010  1.1905  0.068
H  4.5737  0.5321  -0.9780  0.118
H  2.9612  4.4460  -1.2176  0.102
H  1.0957  -3.9989  4.6297  0.081
H  -2.2591  1.2661  0.7211  0.068
H  3.0082  9.5873  1.4085  0.114
H  -3.0005  3.0383  -2.7923  0.089
H  3.3993  7.1414  0.7597  0.065
H  -6.2646  0.2324  2.3093  0.078
H  2.5797  -0.5627  -6.7490  0.069
H  0.2064  -7.6845  4.5089  0.095
H  -6.3344  -2.1699  2.9234  0.124
H  0.2369  -9.3368  3.8560  0.068
H  -2.1310  7.8925  -1.7440  0.080
H  1.3473  -4.2839  1.8232  0.025
H  -3.5106  -0.6869  1.2469  0.091
H  0.5878  1.0874  -2.3466  0.113
H  -1.1145  0.4184  -0.2998  0.031
H  0.3084  -1.1328  0.9867  0.066
H  -8.1048  -2.6570  -1.4927  0.091
H  0.7638  -1.6249  -8.1502  0.096
H  1.8505  0.5621  5.7363  0.083
H  1.6659  -8.6870  4.6221  0.091
H  -2.5252  -9.1242  1.6986  0.083
H  4.8442  2.9234  -0.6620  0.107
H  1.9401  -1.0403  -2.7552  0.116

=====

[2]
ORCA calculation (ωB97M-V/def2-TZVPD) on a cluster of 5 separate species, C41H73IO22 in total.

Calculated values
multiplicity: 1
calculated total energy: -3558.79107 Eh

Last column: Löwdin charge in e.
Element x y z (Å)
I  -3.6722  1.8584  1.3392  0.800
O  1.3422  9.3803  0.1293  0.136
O  1.1452  7.1642  -0.5435  0.031
O  -0.5304  5.0191  -1.7725  -0.153
O  2.7874  -8.6155  -3.3082  0.034
O  1.5523  6.9087  1.6458  0.126
O  -2.0908  -1.2439  -2.5562  0.002
O  0.3947  4.5616  -6.3624  -0.104
O  -1.2957  -3.9990  5.0537  0.034
O  0.1040  -5.4130  3.9624  0.120
O  -0.2309  -5.4985  6.2036  0.002
O  -6.3777  -4.8692  4.0000  -0.006
O  -1.8605  3.9903  -3.4882  -0.125
O  1.9947  -6.7602  -4.1043  0.006
O  -7.1487  -6.0983  2.3880  0.033
O  0.9136  -7.7432  -2.3704  0.117
O  5.8120  5.4676  -1.6424  0.097
O  4.5324  2.0221  -0.6446  -0.137
O  7.0016  3.7244  -2.5632  -0.057
O  -8.2168  -6.1368  4.3901  0.122
O  -3.1663  -2.2362  -0.8239  0.116
O  1.3970  3.3649  0.6559  -0.028
O  -1.2964  -3.1042  -1.7723  0.031
C  0.9692  -5.7681  -4.1268  -0.039
C  -0.7248  3.7739  -4.3437  -0.164
C  3.3777  3.9632  3.4954  -0.086
C  2.6444  4.4983  -1.3065  -0.036
C  -7.3337  -5.7478  3.6674  -0.596
C  0.1407  3.9281  0.4059  -0.350
C  -0.4166  -5.0056  4.9707  -0.596
C  0.9101  6.5047  0.6966  -0.358
C  6.8741  4.9141  -1.8400  -0.460
C  2.5583  3.5642  -0.0940  -0.350
C  5.0653  2.1929  -1.9647  -0.156
C  6.6203  2.5693  -1.7690  -0.107
C  -2.4875  4.0742  3.0611  -0.171
C  -2.2707  -2.1966  -1.6308  -0.595
C  3.7077  4.0751  0.9278  -0.064
C  2.5642  5.0797  -2.3690  0.137
C  -6.5068  -4.3444  5.3213  -0.043
C  -0.8393  2.9791  1.3030  -0.201
C  -1.6385  -3.3747  3.8094  -0.208
C  3.0978  2.1041  -0.5758  -0.261
C  -0.5219  9.0070  -1.3193  0.014
C  -2.6519  -4.2040  3.0459  -0.055
C  -0.2155  5.0550  -5.1320  -0.200
C  -2.2818  3.5698  1.5401  -0.693
C  0.6255  -6.6392  6.2486  -0.046
C  1.7028  -10.7465  -2.8699  -0.068
C  -8.1123  -7.0142  1.8535  -0.216
C  -2.3831  -5.2343  -1.3430  -0.056
C  5.3818  2.6498  2.4363  -0.075
C  3.8684  3.1407  2.2042  -0.355
C  -0.1646  5.3935  0.9469  0.017
C  -1.3592  -4.2199  -0.8736  -0.208
C  -0.4942  3.7434  -1.0552  -0.075
C  0.7513  8.5326  -0.4835  -0.421
C  -1.6798  5.0955  -2.6100  -0.244
C  1.8123  -7.7074  -3.1742  -0.595
C  8.1571  5.6658  -1.2587  0.010
C  2.3935  1.5661  -1.8832  -0.048
C  -9.3939  -6.2968  1.4776  -0.068
C  -3.1159  -0.2501  -2.5697  -0.040
C  2.7241  -9.7267  -2.4056  -0.215
H  0.6939  -10.3309  -2.8425  0.075
H  3.3031  5.0654  1.3222  0.112
H  -6.5865  -5.1434  6.0593  0.098
H  -1.5751  3.6793  3.6165  0.079
H  -0.4000  10.1154  -1.5137  0.091
H  0.8222  -6.8648  7.2961  0.093
H  -2.8017  0.5437  -3.2471  0.090
H  2.5496  5.8053  -3.2191  0.079
H  -1.1430  5.8120  0.5455  0.141
H  0.0933  3.0444  -1.7126  0.111
H  -2.9827  -3.6800  2.1467  0.076
H  -7.6644  -7.4495  0.9586  0.122
H  3.2384  2.2088  2.1905  0.120
H  -2.5921  5.1027  -1.9204  0.147
H  -1.4785  8.8131  -0.7437  0.093
H  -2.3616  -6.1250  -0.7130  0.084
H  -1.0290  5.7779  -5.4192  0.130
H  -10.0878  -6.9786  0.9826  0.080
H  -2.4510  5.1969  3.1540  0.078
H  -0.2634  5.3044  2.0750  0.135
H  7.8763  6.7571  -1.1436  0.091
H  2.5212  -9.3883  -1.3867  0.124
H  -0.5151  8.4983  -2.3237  0.075
H  1.8977  -11.0427  -3.9032  0.082
H  4.0450  4.8366  3.7349  0.085
H  5.9018  2.4715  1.4537  0.051
H  0.6260  5.5057  -4.5387  0.104
H  -7.3727  -3.6825  5.3764  0.100
H  3.1912  3.2779  4.3742  0.078
H  -0.2560  2.7344  2.2381  0.131
H  -5.6106  -3.7631  5.5360  0.090
H  5.3239  1.6960  3.0463  0.081
H  -3.2636  0.1787  -1.5783  0.052
H  0.8169  -5.3324  -3.1386  0.085
H  -3.3748  3.6010  3.5601  0.032
H  -3.3910  -4.8159  -1.3130  0.075
H  0.1682  3.3052  -3.8376  0.116
H  -2.2274  -5.1646  2.7470  0.078
H  -4.0467  -0.6790  -2.9451  0.101
H  2.8637  0.5763  -2.1928  0.096
H  -0.9249  2.0260  0.6885  0.082
H  2.4397  2.2486  -2.7742  0.076
H  -1.6983  6.1059  -3.1297  0.140
H  1.2832  -4.9779  -4.8075  0.096
H  7.2844  1.6755  -1.9415  0.132
H  1.7262  -11.6339  -2.2348  0.080
H  6.7538  2.8458  -0.6710  0.123
H  1.3293  1.2902  -1.5883  0.089
H  -0.7438  -3.1813  3.2124  0.123
H  3.7159  -10.1820  -2.4028  0.122
H  -2.6446  4.3104  0.7814  0.064
H  -0.2935  4.4940  -7.0506  0.090
H  -3.5212  -4.4219  3.6706  0.070
H  2.3557  4.3858  3.2184  0.067
H  8.9865  5.6469  -2.0332  0.086
H  -0.3694  -4.6800  -0.8738  0.118
H  -1.5589  3.3742  -1.0393  0.125
H  4.6667  4.3307  0.4033  0.113
H  -9.1831  -5.4572  0.8111  0.082
H  5.9632  3.4197  3.0217  0.075
H  2.7824  1.4034  0.2639  0.156
H  4.6222  3.0421  -2.5544  0.122
H  -9.8866  -5.8865  2.3608  0.075
H  -8.2990  -7.8331  2.5523  0.124
H  -2.0758  -2.4059  4.0572  0.123
H  0.0407  -6.2012  -4.5031  0.100
H  -1.0631  3.0288  -5.1339  0.138
H  0.1269  -7.4976  5.7951  0.099
H  -1.5604  -3.8873  0.1474  0.106
H  1.5762  -6.4412  5.7523  0.096
H  5.0345  1.2592  -2.6016  0.127
H  8.4591  5.1857  -0.2867  0.087
H  -2.1894  -5.5252  -2.3782  0.077